1.
DFT (ωB97M-V/def2-TZVPD) results for a structure of composition C35H45CrGe2N4O5 at a distorted geometry.

```
92
Properties=species:S:1:pos:R:3:forces:R:3:mulliken_spin:R:1
Cr -0.314075 -1.188845 -0.730151 -0.7 1.4 -1.2 3.152
O -1.242013 -2.869210 -0.821810 0.6 -0.2 0.1 -0.088
C -1.067754 -3.834729 -1.701200 -0.1 0.1 0.0 -0.010
C -1.888317 -4.971987 -1.577172 0.0 0.0 0.0 0.006
C -1.789393 -6.035955 -2.444981 0.0 0.0 0.0 0.001
C -0.857807 -6.028085 -3.484523 0.0 0.0 0.0 0.006
C -0.049264 -4.924150 -3.630349 0.0 0.0 0.0 0.000
C -0.133446 -3.816241 -2.772971 0.1 0.1 0.0 0.028
C 0.750182 -2.702131 -3.080469 -0.1 -0.1 0.0 0.036
N 0.745915 -1.599005 -2.440943 0.1 0.0 0.2 -0.016
N 1.577097 -0.562126 -2.860538 -0.1 -0.1 0.1 0.002
C 1.361806 0.487952 -2.113909 0.1 0.1 -0.1 0.021
O 0.500790 0.574111 -1.143280 0.2 -0.2 0.0 -0.079
C 2.164902 1.709312 -2.400357 0.0 0.0 0.1 -0.004
C 1.718266 2.941705 -1.933995 0.0 0.0 0.0 0.001
C 2.468682 4.086686 -2.158639 0.0 0.0 0.0 0.000
C 3.672674 4.004634 -2.843846 0.0 0.0 0.0 0.001
C 4.125218 2.773754 -3.302715 0.0 0.0 0.0 0.000
C 3.375749 1.629201 -3.082535 0.0 0.0 0.0 -0.001
H -2.600859 -4.975492 -0.762450 0.0 0.0 0.0 0.000
H -2.447479 -6.887139 -2.318068 0.0 0.0 0.0 0.000
H -0.772809 -6.868218 -4.159655 0.0 0.0 0.0 0.001
H 0.678354 -4.892083 -4.434077 0.0 0.0 0.0 0.000
H 1.438232 -2.808949 -3.919246 0.0 0.0 0.0 0.004
H 0.782045 2.987804 -1.392805 0.0 0.0 0.0 0.002
H 2.117108 5.042750 -1.792066 0.0 0.0 0.0 0.000
H 4.257170 4.898297 -3.022235 0.0 0.0 0.0 0.000
H 5.068633 2.706125 -3.829305 0.0 0.0 0.0 0.000
H 3.716137 0.663187 -3.429640 0.0 0.0 0.0 0.000
C -3.591746 2.067852 1.497624 0.0 0.0 0.0 -0.009
C -2.902045 1.162336 0.477019 0.0 0.0 0.0 -0.013
Ge -1.788089 -0.357968 1.138998 0.1 0.1 0.0 -0.102
C -2.990316 -1.707700 1.937613 0.0 0.0 0.1 0.009
C -3.766946 -1.274391 3.180926 0.0 0.0 0.0 -0.008
C -0.866925 0.504138 2.658351 0.0 -0.1 0.0 0.011
C 0.418784 0.584250 3.008047 -0.1 0.0 0.2 0.007
Ge 1.894241 -0.321630 2.094979 0.4 0.3 -0.7 0.008
C 2.951176 0.904227 0.996681 0.1 0.0 0.0 0.000
C 3.927184 1.870756 1.670028 0.0 0.0 0.0 0.000
C 2.944093 -1.761800 2.924973 0.0 0.1 0.2 0.000
C 4.166068 -1.368702 3.757920 0.0 0.0 -0.1 0.000
C 0.887497 1.441563 4.148410 -0.1 -0.1 0.0 -0.002
C 0.021303 2.279818 4.860420 0.0 0.0 0.0 -0.004
C 0.475797 3.057994 5.908860 0.0 0.0 0.0 0.000
C 1.815070 3.035561 6.282076 0.0 0.0 0.0 0.000
C 2.690720 2.222186 5.587004 0.0 0.0 0.0 0.000
C 2.223364 1.440794 4.538081 0.0 0.0 0.0 0.001
H -4.149267 2.872163 1.008636 0.0 0.0 0.0 0.000
H -2.869269 2.543494 2.164073 0.0 0.0 0.0 0.000
H -4.300561 1.520405 2.119518 0.0 0.0 0.0 0.001
H -2.232944 1.763504 -0.147598 0.0 0.0 0.0 0.004
H -3.647464 0.724473 -0.195654 0.0 0.0 0.0 0.003
H -2.360897 -2.568658 2.173471 0.0 0.0 0.0 0.001
H -3.672994 -2.028039 1.146134 0.0 0.0 0.0 0.001
H -3.095966 -0.932980 3.972548 0.0 0.0 0.0 0.001
H -4.356156 -2.099474 3.590186 0.0 0.0 0.0 -0.001
H -4.462291 -0.462338 2.964914 0.0 0.0 0.0 0.001
H -1.553246 1.076560 3.282039 0.0 0.0 0.0 -0.009
H 2.213869 1.464733 0.420655 0.0 0.0 0.0 0.000
H 3.483567 0.265863 0.286307 0.0 0.0 0.0 0.000
H 3.415961 2.562702 2.339587 0.0 0.0 0.0 0.000
H 4.437442 2.466088 0.910408 0.0 0.0 0.0 0.000
H 4.695085 1.355617 2.250120 0.0 0.0 0.0 0.000
H 3.274008 -2.360938 2.072159 0.0 0.0 0.0 0.000
H 2.267204 -2.375554 3.516971 0.0 0.0 0.0 -0.001
H 4.859569 -0.739783 3.197429 0.0 0.0 0.0 0.000
H 4.711859 -2.264504 4.057539 0.0 0.0 0.0 0.000
H 3.891143 -0.842145 4.670596 0.0 0.0 0.0 0.000
H -1.024755 2.332537 4.593994 0.0 0.0 0.0 0.000
H -0.222054 3.692377 6.440580 0.0 0.0 0.0 0.000
H 2.166292 3.645931 7.103568 0.0 0.0 0.0 0.000
H 3.739595 2.190311 5.853691 0.0 0.0 0.0 0.000
H 2.945156 0.821981 4.019930 0.0 0.0 0.0 0.000
O 1.234768 -3.621186 0.365391 0.0 0.1 -0.3 0.009
N 0.975099 -2.601492 0.920992 1.3 -0.4 0.5 -0.009
O 0.380151 -2.457602 1.966856 -0.3 0.0 -0.1 0.018
O 1.531500 -1.410704 0.383756 -1.7 -1.0 1.1 0.027
C -4.463483 0.007448 -4.104712 0.0 0.0 0.0 0.002
C -3.121142 0.720999 -3.903825 0.0 0.0 0.0 0.002
C -3.334473 2.171271 -3.452609 0.0 0.0 0.0 0.002
C -2.273392 0.663587 -5.181071 0.0 0.0 0.0 0.002
C -2.380970 0.022054 -2.842631 -0.1 0.0 0.0 0.037
N -1.793398 -0.503070 -2.016223 0.0 0.0 0.0 -0.048
H -5.019242 0.518779 -4.891361 0.0 0.0 0.0 0.000
H -5.056897 0.024937 -3.190521 0.0 0.0 0.0 0.000
H -4.315108 -1.031025 -4.400378 0.0 0.0 0.0 0.000
H -3.894699 2.699452 -4.224996 0.0 0.0 0.0 0.000
H -2.380394 2.677729 -3.304928 0.0 0.0 0.0 0.000
H -3.895162 2.213765 -2.518789 0.0 0.0 0.0 0.000
H -2.802150 1.187937 -5.977817 0.0 0.0 0.0 0.000
H -2.104604 -0.367160 -5.492847 0.0 0.0 0.0 0.000
H -1.304260 1.139501 -5.030172 0.0 0.0 0.0 0.000
```
Forces are in eV/Å.

The relative energy (zero: lowest compared OMol25 entry of this formula, charge and spin) is 1.3300 eV. As for the HOMO-LUMO gap (spin up / spin down): 0.284 / 0.266 Ha. The multiplicity is 4. The highest occupied orbital energy (spin up / spin down) comes out at -7.5 / -7.4 eV.

2.
DFT (ωB97M-V/def2-TZVPD) results for a structure of composition C35H46HfN2O4P2S2 at a distorted geometry.

```
92
Properties=species:S:1:pos:R:3:forces:R:3:lowdin_charge:R:1
Hf 0.106830 0.631456 -0.238632 -0.2 -0.3 -1.0 1.229
C -2.614359 -2.530003 -2.869199 0.0 0.0 0.0 -0.118
C -3.035793 -1.925848 -1.530227 -0.2 0.0 -0.1 -0.510
C -2.723624 -2.890776 -0.390554 0.1 -0.1 0.0 -0.099
P -2.437399 -0.199797 -1.161881 0.3 0.1 0.0 1.026
C -3.284850 0.850436 -2.420322 -0.1 0.0 0.0 -0.523
C -2.516094 0.842307 -3.748344 0.0 0.0 0.0 -0.115
C -3.443970 2.303564 -1.966431 0.0 0.0 0.0 -0.112
C -3.272182 0.078101 0.414656 -0.1 0.0 0.1 -0.329
C -4.596586 0.468982 0.570523 0.0 0.0 0.0 -0.084
C -5.090024 0.814540 1.817804 0.0 0.0 0.0 -0.078
C -4.233151 0.791891 2.909462 0.0 0.0 0.0 -0.068
C -2.917750 0.387404 2.766798 -0.1 0.0 0.0 -0.047
C -2.429212 -0.017644 1.526290 0.0 0.2 -0.1 -0.355
N -1.073297 -0.447085 1.361363 0.0 -0.1 0.3 -0.118
C -0.697342 -1.411453 2.306105 0.1 0.0 -0.1 -0.303
C -1.626847 -2.178739 3.039926 0.0 0.0 0.0 -0.041
C -1.219208 -3.054693 4.024284 0.0 0.0 0.0 -0.074
C 0.127048 -3.230746 4.328394 0.0 0.0 0.0 -0.095
C 1.056504 -2.554984 3.564101 0.0 0.0 0.0 -0.103
C 0.665357 -1.682578 2.547968 -0.1 -0.1 0.0 -0.328
P 1.775030 -1.018045 1.314139 0.1 0.2 -0.1 1.047
C 3.251215 -0.478997 2.290311 0.0 -0.2 0.2 -0.524
C 2.876283 0.620557 3.282558 0.0 0.1 0.0 -0.095
C 4.508169 -0.112227 1.507889 0.0 0.0 -0.1 -0.095
C 2.334326 -2.503810 0.358441 0.2 0.0 0.0 -0.532
C 1.116823 -3.341447 -0.021154 -0.1 0.0 0.0 -0.141
C 3.362923 -3.388927 1.060993 0.0 0.0 0.0 -0.102
H -2.922652 -3.577948 -2.901453 0.0 0.0 0.0 0.077
H -1.535007 -2.485169 -3.005960 0.0 0.0 0.0 0.034
H -3.084393 -2.028828 -3.712088 0.0 0.0 0.0 0.061
H -4.125439 -1.783435 -1.541988 0.0 0.0 0.0 0.108
H -1.661937 -3.134917 -0.341233 0.0 0.0 0.0 0.058
H -3.265767 -3.822667 -0.567134 0.0 0.0 0.0 0.085
H -3.027674 -2.503243 0.580300 0.0 0.0 0.0 0.057
H -4.279330 0.409887 -2.571864 0.0 0.0 0.0 0.106
H -1.555961 1.341180 -3.619254 0.0 0.0 0.0 0.028
H -3.091694 1.399508 -4.491610 0.0 0.0 0.0 0.083
H -2.318697 -0.148979 -4.144808 0.0 -0.1 0.0 0.052
H -2.466402 2.776130 -1.874450 0.0 0.0 0.0 0.041
H -3.960749 2.408947 -1.014681 0.0 0.0 0.0 0.063
H -4.006054 2.842426 -2.733051 0.0 0.0 0.0 0.083
H -5.241521 0.532200 -0.299031 0.0 0.0 0.0 0.107
H -6.119025 1.128519 1.932153 0.0 0.0 0.0 0.100
H -4.586414 1.108042 3.882791 0.0 0.0 0.0 0.106
H -2.261922 0.380094 3.628411 0.0 0.0 0.0 0.126
H -2.684522 -2.072336 2.851311 0.0 0.0 0.0 0.107
H -1.973669 -3.608888 4.569645 0.0 0.0 0.0 0.106
H 0.437990 -3.895953 5.122215 0.0 0.0 0.0 0.098
H 2.110851 -2.712339 3.756236 0.0 0.0 0.0 0.094
H 3.493249 -1.377209 2.868875 0.0 0.0 0.0 0.089
H 2.650237 1.556723 2.767418 0.0 0.0 0.0 0.057
H 3.712749 0.811391 3.958388 0.0 0.0 0.0 0.085
H 2.008385 0.349549 3.884396 0.0 0.0 0.0 0.075
H 4.440090 0.877804 1.060053 0.0 0.0 0.0 0.057
H 4.740903 -0.820728 0.712600 0.0 0.0 0.0 0.072
H 5.353757 -0.092369 2.198855 0.0 0.0 0.0 0.088
H 2.766954 -2.077694 -0.552611 0.0 0.0 0.0 0.082
H 0.711264 -3.852678 0.854934 0.0 0.0 0.0 0.086
H 1.398899 -4.090034 -0.763331 0.0 0.0 0.0 0.090
H 0.321101 -2.740705 -0.458308 0.0 0.0 0.0 -0.003
H 2.972041 -3.783077 2.000239 0.0 0.0 0.0 0.069
H 4.303484 -2.878098 1.265533 0.0 0.0 0.0 0.060
H 3.587347 -4.248243 0.425267 0.0 0.0 0.0 0.084
O 4.060254 2.417393 -1.262850 -0.2 0.1 -0.1 0.165
C 2.985145 1.980301 -0.627623 0.3 -0.2 0.5 -0.537
O 2.578784 0.838638 -0.716779 -0.1 0.2 -0.2 -0.112
C 2.372978 2.930500 0.341001 0.0 -0.1 0.0 -0.225
C 2.897552 4.147151 0.718584 -0.1 0.0 0.0 0.034
C 2.112568 4.962842 1.533990 0.0 0.0 0.0 -0.009
C 0.828370 4.567546 1.862963 0.1 -0.1 0.1 0.042
C 0.388521 3.324413 1.422426 -0.2 0.2 -0.1 -0.144
N 1.175959 2.500875 0.749427 0.1 0.2 -0.1 0.032
C -1.089842 2.951837 1.339937 0.1 0.1 0.0 -0.553
O -1.912673 3.468820 2.057159 0.1 0.0 0.0 0.109
O -1.276024 2.142903 0.347390 -0.1 -0.1 0.2 -0.228
H 4.284753 1.753752 -1.935480 0.0 0.0 0.0 0.155
H 3.859600 4.468358 0.348279 0.0 0.0 0.0 0.127
H 2.483682 5.930734 1.843661 0.0 0.0 0.0 0.117
H 0.138418 5.201916 2.400897 0.0 0.0 0.0 0.129
C 1.957716 -0.486173 -4.717728 0.1 0.0 -0.1 -0.140
C 1.352542 0.240201 -3.538165 0.0 0.0 0.1 -0.745
S 0.678267 -0.844125 -2.312206 0.0 0.1 0.2 0.570
C 1.251549 1.578472 -3.500576 0.0 -0.1 0.1 -0.774
C 1.727078 2.444213 -4.637084 0.1 0.1 -0.1 -0.134
S 0.468190 2.463815 -2.191386 -0.2 -0.3 0.2 0.639
H 1.946490 -1.561835 -4.557170 0.0 0.0 0.0 0.048
H 2.995918 -0.189423 -4.891987 0.0 0.0 0.0 0.070
H 1.404358 -0.280953 -5.638031 0.0 0.0 0.0 0.081
H 2.527940 1.975727 -5.211010 0.0 0.0 0.0 0.062
H 2.086305 3.406508 -4.270609 0.0 0.0 0.0 0.058
H 0.906308 2.657294 -5.329054 0.0 0.0 0.0 0.081
```
Forces are in eV/Å.

The relative energy (zero: lowest compared OMol25 entry of this formula, charge and spin) is 0.5121 eV. As for the HOMO-LUMO gap: 0.203 Ha. The highest occupied orbital energy comes out at -6.4 eV.

3.
DFT (ωB97M-V/def2-TZVPD) results for a structure of composition C35H46HfN6O3P2 at a distorted geometry.

```
93
Properties=species:S:1:pos:R:3:forces:R:3:lowdin_charge:R:1
Hf -0.323684 0.665969 0.995588 3.3 2.6 1.2 1.546
C -3.738863 -3.183886 0.072973 0.1 -0.9 0.0 -0.102
C -2.785604 -3.158973 -0.866705 -0.7 -1.1 0.0 -0.123
C -3.017306 -2.940575 -2.332621 0.2 0.5 -0.1 -0.168
C -3.983088 -1.772774 -2.626802 -0.7 -0.1 -0.7 -0.157
C -3.734568 -0.593900 -1.732240 0.1 0.7 -0.4 -0.119
C -3.985558 -0.414047 -0.429245 -0.9 0.3 -0.3 -0.122
C -5.086074 -1.092390 0.317437 0.2 -0.8 0.8 -0.158
C -5.117959 -2.610917 0.035696 -0.8 -0.1 0.0 -0.164
C -0.880514 2.605991 1.796734 -0.4 0.2 0.5 -0.257
H -3.592776 -3.802006 0.961569 0.4 0.6 -0.1 0.094
H -1.810563 -3.593724 -0.647414 -0.3 -0.2 0.1 0.065
H -3.384892 -3.867988 -2.813789 0.1 0.4 0.3 0.143
H -2.044013 -2.735583 -2.801890 -0.3 -0.2 -0.1 0.082
H -3.824343 -1.445860 -3.669933 -0.1 -0.2 0.4 0.127
H -5.020186 -2.125174 -2.591484 0.3 0.1 0.0 0.113
H -3.359236 0.247642 -2.307436 0.6 -0.2 0.5 0.073
H -3.558750 0.425966 0.108790 -0.3 0.3 -0.4 0.051
H -6.076684 -0.647057 0.087281 0.6 -0.1 -0.1 0.142
H -4.935736 -0.924396 1.394758 -0.1 -0.1 -0.2 0.109
H -5.717738 -3.100548 0.819691 0.1 0.2 -0.4 0.124
H -5.630370 -2.785323 -0.917593 0.1 -0.1 0.3 0.109
H -0.768687 2.581399 2.898899 0.0 0.0 -0.3 0.027
H -1.899053 2.950359 1.588798 0.1 0.1 0.1 -0.005
H -0.199572 3.408520 1.449148 -0.1 -0.4 0.0 0.036
P -0.721517 1.019505 -1.565533 -1.3 3.2 -4.8 1.077
P 1.209969 -1.552844 -0.091386 1.2 -1.5 0.8 1.076
N -2.290316 2.101463 -1.950725 0.9 -1.0 1.5 -0.208
N 0.112421 2.059613 -2.706208 0.0 -0.3 1.0 -0.280
N 0.239790 -2.199849 1.253721 -2.0 -0.4 1.3 -0.199
N 2.527209 -2.685756 0.145838 -0.2 0.5 -0.4 -0.234
C -0.541201 -0.677323 -2.309929 -0.4 -0.3 -0.2 -0.321
C 0.407537 -1.809704 -1.726241 -0.1 -0.4 -0.1 -0.300
C -3.126806 2.488430 -0.905773 -0.9 0.2 -0.3 -0.223
C -4.255254 3.127791 -1.399241 1.1 -0.6 0.2 -0.053
C -4.102375 3.190606 -2.818491 1.4 -0.9 0.3 -0.042
C -2.894327 2.557831 -3.133059 -0.5 0.0 -0.1 -0.118
C 0.312594 3.410347 -2.386595 0.8 0.1 -0.6 -0.141
C 1.027027 4.005246 -3.412470 -0.5 -0.8 0.8 -0.049
C 1.252435 3.005922 -4.416105 -0.9 -1.0 0.9 -0.043
C 0.651884 1.830109 -3.970022 0.9 0.6 -0.1 -0.126
C -0.162868 -1.147033 2.244278 -0.9 -1.7 -1.0 -0.348
C -1.460736 -1.557831 2.727607 0.9 -1.2 0.0 -0.009
C -1.677431 -2.869189 2.308772 -0.5 0.5 0.2 -0.025
C -0.661989 -3.220989 1.398175 0.7 1.0 0.5 -0.055
C 2.436301 -3.987329 0.669040 0.8 -0.1 0.0 -0.120
C 3.712784 -4.483865 0.873884 -0.9 0.9 -0.3 -0.042
C 4.635300 -3.459061 0.476569 -1.0 0.7 -0.3 -0.052
C 3.893844 -2.374289 0.038640 0.3 -0.7 0.2 -0.124
H -0.323230 -0.548524 -3.385034 -0.1 -0.1 0.6 0.089
H -1.565741 -1.065023 -2.243843 0.4 0.2 0.0 0.018
H -0.111484 -2.790260 -1.743212 0.2 0.6 -0.3 0.078
H 1.290010 -1.887710 -2.392804 -0.3 0.0 0.3 0.108
H -2.875672 2.258018 0.118325 -0.1 0.2 -0.2 0.040
H -5.087248 3.475379 -0.798423 0.2 0.1 -0.2 0.111
H -4.795156 3.647340 -3.511990 0.2 -0.1 0.0 0.111
H -2.412493 2.426925 -4.095283 -0.1 0.0 0.2 0.116
H -0.075797 3.797556 -1.455586 0.0 0.1 -0.1 0.104
H 1.353630 5.036075 -3.428798 -0.1 -0.1 0.0 0.109
H 1.790925 3.125927 -5.344009 -0.2 0.0 0.0 0.109
H 0.592004 0.850831 -4.421020 0.2 0.2 -0.1 0.101
H 0.636629 -0.926915 2.963695 -0.2 0.3 -0.2 0.139
H -2.135954 -0.906805 3.284051 0.3 -0.5 0.4 0.135
H -2.535749 -3.482157 2.591556 0.6 0.2 -0.2 0.126
H -0.527102 -4.179458 0.906689 -0.2 0.3 -0.2 0.135
H 1.469357 -4.420290 0.853815 0.3 -0.2 0.0 0.078
H 3.967500 -5.459072 1.269091 -0.1 0.2 -0.1 0.113
H 5.712744 -3.515921 0.522261 -0.1 0.1 -0.1 0.114
H 4.202162 -1.416394 -0.358071 0.0 -0.1 0.1 0.103
C 4.140613 -0.640201 3.249734 0.3 -0.1 0.0 -0.064
C 4.019209 0.861100 3.460704 0.3 0.4 0.4 -0.160
C 3.651953 1.681036 2.202783 0.0 -1.5 0.1 -0.301
C 3.641218 3.198115 2.435623 0.2 0.6 -0.2 -0.145
C 2.910837 3.613140 3.703039 0.0 0.2 0.3 -0.068
C 4.625504 1.339388 1.068265 1.8 -0.1 0.6 -0.363
O 5.796932 1.029163 1.251082 -2.1 0.8 -0.4 0.136
N 4.101332 1.466200 -0.220102 -0.2 -0.4 -0.6 0.219
C 2.787621 1.123836 -0.568263 1.0 0.4 -0.5 -0.523
O 2.505645 0.754235 -1.705454 -0.2 0.1 1.6 0.050
N 1.889736 1.220444 0.482528 -1.0 0.3 -0.1 0.008
C 2.275308 1.318930 1.757818 -1.0 0.1 0.2 -0.410
O 1.310088 1.107246 2.576301 0.4 0.1 -1.1 -0.125
H 3.186628 -1.116220 2.988634 0.0 0.0 0.0 0.064
H 4.500097 -1.099194 4.184429 -0.2 0.1 -0.4 0.099
H 4.871816 -0.853583 2.461927 -0.2 -0.1 0.3 0.069
H 3.297255 1.058465 4.262210 0.1 0.1 -0.3 0.121
H 4.988069 1.250293 3.801904 -0.2 -0.1 0.0 0.142
H 4.682218 3.538861 2.478030 -0.1 -0.1 0.0 0.143
H 3.196202 3.676618 1.554060 0.1 0.0 0.1 0.129
H 3.568081 3.486383 4.572122 -0.3 -0.1 -0.1 0.093
H 2.666940 4.678626 3.658893 0.0 -0.2 0.0 0.090
H 1.981117 3.045949 3.846219 0.3 0.2 0.1 0.072
H 4.787787 1.379120 -0.968851 -0.2 -0.1 0.1 0.180
```
Forces are in eV/Å.

The net charge is +2. As for the HOMO-LUMO gap: 0.192 Ha. The highest occupied orbital energy comes out at -13.2 eV.